Entry from the Open Molecules 2025 dataset: a cluster of 2 separate species, ClH2O2PS in total in a non-equilibrium geometry (ωB97M-V/def2-TZVPD).

Last column: natural (NBO) charge in e.
Geometry (Å):
O: 0.85363 0.00961 1.58246  -0.979
O: 0.97920 0.60730 -0.80654  -0.976
P: 0.44702 1.13587 0.63241  1.526
S: -2.23365 -0.13289 -0.73030  -0.384
Cl: -1.48317 -1.99322 -0.29131  -0.248
H: 0.84070 -0.84136 1.09275  0.536
H: 0.59628 1.21470 -1.47946  0.524

Results
* charge: 0
* orbital gap (alpha / beta): 6.317 / 6.317 eV
* ΔE to the lowest compared entry with this formula, charge and spin: 76.3 kcal/mol
* energy: -36773.21631 eV


Entry from the Open Molecules 2025 dataset: the ion C2H5BrN with charge +1 in a non-equilibrium geometry (ωB97M-V/def2-TZVPD).

Last column: natural (NBO) charge in e.
Geometry (Å):
Br: -0.50022 1.17941 -2.16639  0.149
C: 0.11884 0.74530 -0.30703  -0.125
C: 0.62398 -0.78063 -0.00962  -0.221
N: -0.59194 -0.17773 0.49231  -0.553
H: 0.44977 1.65608 0.28654  0.274
H: 0.48372 -1.32798 -0.94070  0.277
H: 1.39210 -0.85742 0.77829  0.268
H: -1.52755 -0.49827 0.29794  0.464
H: -0.44870 0.06123 1.56867  0.466

Results
* charge: +1
* orbital gap: 11.038 eV
* ΔE to the lowest compared entry with this formula, charge and spin: 10.7 kcal/mol
* structure (SMILES): Br[C@@H]1C[NH2+]1
* energy: -73678.36626 eV


Entry from the Open Molecules 2025 dataset: a cluster of 10 separate species, C30H60O10 in total in a non-equilibrium geometry (ωB97M-V/def2-TZVPD).

Last column: Löwdin charge in e.
Geometry (Å):
C: -2.93625 -3.06233 3.07080  -0.015
C: -3.72583 -2.24878 4.12639  -0.475
C: -3.23853 -0.87911 4.45743  -0.035
O: -4.55172 -2.79497 4.84053  0.057
H: -1.86027 -2.90677 3.14933  0.074
H: -3.23073 -2.67724 2.09454  0.074
H: -3.17288 -4.12268 3.15892  0.083
H: -3.09032 -0.25350 3.57723  0.064
H: -2.31062 -0.95664 5.02405  0.091
H: -3.88636 -0.42534 5.20743  0.084
C: 1.94395 -6.44579 0.40634  -0.005
C: 2.03769 -5.40398 -0.76583  -0.459
C: 1.43540 -4.01374 -0.49433  -0.038
O: 2.69240 -5.56329 -1.76666  0.045
H: 2.67098 -7.22744 0.18599  0.078
H: 0.88430 -6.70034 0.42718  0.079
H: 2.21314 -5.97714 1.35291  0.067
H: 0.39797 -4.10699 -0.17317  0.063
H: 1.63780 -3.32812 -1.31716  0.081
H: 1.97648 -3.63827 0.37421  0.063
C: 4.82979 0.97811 0.44910  -0.013
C: 5.15401 2.13614 1.34799  -0.496
C: 4.22253 2.42818 2.45378  -0.015
O: 6.15269 2.82995 1.17437  0.048
H: 3.81558 0.65978 0.69026  0.043
H: 5.43820 0.07789 0.53591  0.078
H: 4.86498 1.37292 -0.56627  0.090
H: 4.70846 2.15907 3.39162  0.101
H: 3.33436 1.84725 2.20522  0.054
H: 3.96139 3.47828 2.32269  0.083
C: 2.20876 1.30726 -2.72990  -0.004
C: 0.74845 1.51781 -3.03760  -0.424
C: 0.02762 0.43640 -3.81939  -0.009
O: 0.10739 2.55215 -2.73786  0.004
H: 2.73631 0.62096 -3.39231  0.091
H: 2.27911 0.97022 -1.69571  0.067
H: 2.69391 2.28119 -2.79445  0.081
H: -1.02058 0.42441 -3.52067  0.070
H: 0.50665 -0.52535 -3.63596  0.078
H: 0.04880 0.65367 -4.88731  0.094
C: 0.11728 5.66228 0.76726  -0.016
C: 1.29771 5.03080 0.02886  -0.490
C: 1.16809 4.97267 -1.45749  -0.026
O: 2.29798 4.60226 0.56743  0.055
H: 0.39655 6.13280 1.70998  0.088
H: -0.47796 4.77371 0.97761  0.065
H: -0.46606 6.36229 0.16910  0.083
H: 1.87351 4.26483 -1.89274  0.065
H: 1.39875 5.94183 -1.89978  0.098
H: 0.15626 4.62066 -1.65850  0.068
C: -3.13512 2.67147 -2.07719  -0.011
C: -3.82075 1.34068 -2.13642  -0.482
C: -5.01337 1.16120 -3.03818  -0.011
O: -3.46135 0.39957 -1.42556  0.020
H: -3.11819 3.00187 -3.11577  0.087
H: -2.13055 2.46781 -1.70644  0.061
H: -3.73647 3.37188 -1.49762  0.088
H: -5.86168 1.63771 -2.54685  0.097
H: -5.18631 0.09590 -3.19097  0.078
H: -4.79627 1.61477 -4.00526  0.082
C: 6.05888 -4.94003 0.40131  -0.018
C: 4.95423 -3.98158 0.71266  -0.463
C: 4.67928 -2.77861 -0.22855  -0.016
O: 4.15452 -4.13437 1.61883  0.044
H: 5.87499 -5.45339 -0.54248  0.090
H: 6.10357 -5.69921 1.18217  0.084
H: 7.05970 -4.50937 0.36978  0.084
H: 4.31131 -3.18904 -1.16890  0.078
H: 5.61284 -2.23313 -0.36643  0.071
H: 3.92797 -2.10398 0.18195  0.059
C: 0.65239 1.51718 0.87240  -0.009
C: 0.59013 0.01284 0.58752  -0.436
C: -0.79657 -0.64691 0.77069  -0.005
O: 1.56803 -0.67974 0.34101  0.044
H: 1.55470 1.97867 0.47119  0.065
H: 0.58238 1.61790 1.95547  0.096
H: -0.29644 1.89383 0.49036  0.068
H: -1.12630 -0.46589 1.79372  0.071
H: -0.62723 -1.72350 0.75132  0.068
H: -1.61120 -0.36854 0.10211  0.060
C: -3.95374 -3.60647 -2.26776  -0.014
C: -2.58295 -3.62232 -1.59236  -0.474
C: -1.50625 -2.69490 -2.09513  -0.017
O: -2.37635 -4.39514 -0.67984  0.056
H: -4.09610 -4.16550 -3.19259  0.083
H: -4.25171 -2.57093 -2.43193  0.064
H: -4.67191 -4.06442 -1.58759  0.080
H: -1.19094 -3.01662 -3.08769  0.100
H: -0.69218 -2.86073 -1.38953  0.036
H: -1.82955 -1.66355 -1.95406  0.060
C: -3.27845 3.07603 2.09002  -0.012
C: -4.19518 4.14771 1.61598  -0.543
C: -3.70346 5.54697 1.79710  -0.016
O: -5.23494 3.94111 1.08567  0.090
H: -2.87055 2.53857 1.23395  0.077
H: -3.71939 2.40017 2.82275  0.087
H: -2.43937 3.57817 2.57157  0.072
H: -2.64076 5.66333 1.58444  0.056
H: -3.91750 5.89074 2.80909  0.097
H: -4.28303 6.16425 1.11069  0.088

Results
* charge: 0
* orbital gap: 9.528 eV
* ΔE to the lowest compared entry with this formula, charge and spin: 40.1 kcal/mol
* structure (SMILES): CC(C)=O.CC(C)=O.CC(C)=O.CC(C)=O.CC(C)=O.CC(C)=O.CC(C)=O.CC(C)=O.CC(C)=O.CC(C)=O
* energy: -52556.48953 eV